1.
{"formula": "CN2O2", "method": "ωB97M-V with the def2-TZVPD basis set", "symbols": ["O", "O", "N", "N", "C"], "positions_angstrom": [[0.2630, 1.6436, -0.2991], [-1.5584, 0.2854, -0.7943], [0.7727, -1.0649, 0.4806], [1.1799, -1.8460, 1.1483], [-0.6572, 0.9818, -0.5355]], "lowdin_charge": [0.1770, 0.1726, 0.0560, 0.0674, -0.4730], "multiplicity": 1, "largest_force_ev_per_a": 2.8, "total_energy_ha": -298.17539, "charge": 0, "homo_lumo_gap_ev": 13.67, "e_homo_ev": -12.95}

2.
{"formula": "C46H62BN4O8P", "method": "ωB97M-V with the def2-TZVPD basis set", "symbols": ["P", "O", "O", "O", "O", "O", "O", "O", "O", "N", "N", "N", "N", "C", "C", "C", "C", "C", "C", "C", "C", "C", "C", "C", "C", "C", "C", "C", "C", "C", "C", "C", "C", "C", "C", "C", "C", "C", "C", "C", "C", "C", "C", "C", "C", "C", "C", "C", "C", "C", "C", "C", "C", "C", "C", "C", "C", "C", "C", "B", "H", "H", "H", "H", "H", "H", "H", "H", "H", "H", "H", "H", "H", "H", "H", "H", "H", "H", "H", "H", "H", "H", "H", "H", "H", "H", "H", "H", "H", "H", "H", "H", "H", "H", "H", "H", "H", "H", "H", "H", "H", "H", "H", "H", "H", "H", "H", "H", "H", "H", "H", "H", "H", "H", "H", "H", "H", "H", "H", "H", "H", "H"], "positions_angstrom": [[1.6871, 5.1687, 3.2679], [0.9071, 0.5909, -4.4701], [4.7009, -2.5210, 2.8601], [-2.5245, 4.5505, 3.0905], [5.4702, -2.2871, 0.6383], [-0.0798, -0.1754, -6.4826], [0.2930, -2.0691, 2.2878], [-5.3589, -4.5340, -1.5913], [-3.2248, 1.5600, 1.7303], [-9.0827, -1.3824, -2.3379], [-1.4463, 5.1377, 0.8664], [9.6833, 0.5525, 0.9050], [-0.4578, -7.9558, 2.3920], [3.6139, 2.6597, 3.4853], [-2.1115, 1.1287, 1.3560], [-10.9177, -0.1701, -4.0569], [-10.1245, -0.6760, -1.8713], [-4.5417, -1.9599, -0.4350], [-0.3413, -5.1843, 2.7048], [3.9478, 3.4585, 0.9119], [0.3694, 0.4626, 2.0919], [1.8198, 0.7851, 2.6136], [-0.0579, -1.0376, 1.6689], [-0.3681, 3.0944, 2.2974], [8.6206, -0.2569, 1.0334], [-3.4608, -1.4214, -1.5437], [-5.8456, -3.3142, -2.2112], [11.0697, -1.4129, 0.8083], [-1.9940, -0.0424, 0.2455], [0.9004, 2.0325, -4.2470], [-5.9497, -2.0769, -1.1977], [0.4383, -5.8167, 1.7471], [-8.9669, -1.4772, -3.6724], [0.3432, -7.1941, 1.6301], [8.7015, -1.6399, 1.0600], [3.7635, 2.1207, 0.0443], [2.1488, 2.2837, 2.9522], [1.2668, 6.4686, 1.9632], [-1.1797, -5.9472, 3.5051], [1.0839, 3.4422, 2.8178], [-1.7482, 0.4317, -4.8146], [2.8443, -0.4257, 2.7596], [3.2154, -1.1680, 1.3875], [-1.2001, -7.3193, 3.3122], [2.1690, 2.5734, -3.4280], [1.1973, 5.6930, 5.0154], [-0.6937, 1.6160, 1.9424], [10.8830, -0.0395, 0.7964], [4.5433, -2.0505, 1.7020], [3.9541, 2.3049, -1.5400], [-2.9945, 0.0355, -1.0202], [-11.0627, -0.0574, -2.6818], [-9.8491, -0.8929, -4.5668], [4.6102, 3.2270, 2.3518], [-1.0374, -1.0988, 0.3865], [2.7867, 1.5294, -2.3782], [9.9539, -2.2256, 0.9440], [-5.5974, -5.5943, -2.5574], [-0.2171, 0.2561, -5.3053], [-1.4883, 4.2894, 2.1268], [-5.2147, -5.3179, -3.6055], [-2.1709, 4.7113, 0.2548], [3.8238, -0.1663, 3.2843], [2.9648, 4.0475, 0.9371], [-4.1308, -2.9429, -0.0313], [1.3310, 6.1004, 0.8855], [-9.7046, -1.0005, -5.6346], [-6.7348, -5.7456, -2.6032], [-3.9688, -1.2367, -2.5660], [-2.3533, 0.4928, -1.8708], [4.5154, 1.3298, 0.4301], [-10.1930, -0.6135, -0.7899], [-5.1416, -3.0735, -3.0980], [-8.1174, -2.0550, -4.0226], [12.0622, -1.8358, 0.7143], [-6.0581, -1.1218, -1.8412], [-2.6004, -2.1647, -1.6536], [3.1929, 0.5976, -2.9185], [5.1058, 4.2200, 2.6773], [2.4396, -1.9153, 1.0149], [0.9974, 4.7490, 5.6512], [5.9470, -1.4577, 0.4012], [-0.2959, -4.1075, 2.8259], [10.0588, -3.3049, 0.9591], [2.9851, 2.8525, -4.1741], [-1.8028, -5.4868, 4.2618], [4.1062, 3.3794, -1.8895], [0.1611, 6.7745, 2.1315], [7.6626, 0.2488, 1.1173], [-3.8618, 0.7599, -0.8498], [-3.3206, 4.8171, 2.5657], [3.4717, -0.4796, 0.5161], [-6.8335, -2.1273, -0.4781], [1.1042, -5.2523, 1.1058], [2.1380, 6.1755, 5.4838], [-11.6307, 0.3010, -4.7247], [1.8134, 3.4990, -2.8383], [3.5914, 3.4517, 4.3259], [2.6955, 1.7453, 0.2155], [11.7248, 0.6378, 0.6958], [7.8093, -2.2438, 1.1683], [-0.9273, -1.9285, -0.3834], [0.9301, -7.7339, 0.8935], [1.8627, 7.4462, 2.1128], [-0.0513, 2.3543, -3.6898], [-6.8810, -3.4985, -2.6598], [-5.0527, -6.5454, -2.2375], [-2.1200, -0.5838, -4.4137], [-1.8367, -7.9589, 3.9151], [4.6873, 4.1272, 0.3203], [0.3169, 6.4146, 5.0864], [-11.8852, 0.4986, -2.2494], [4.9283, 1.7438, -1.8185], [1.9415, 1.1501, -1.6977], [-2.4447, 0.7245, -5.6877], [-0.5475, 4.9153, 0.3999], [0.9020, 2.5461, -5.2729], [5.4924, 2.4836, 2.2528], [4.1486, 1.7525, 3.9631], [-4.5573, -1.2076, 0.4341], [2.3337, -1.2153, 3.4317], [-1.8723, 1.2443, -4.0233]], "lowdin_charge": [0.8822, -0.0778, 0.0656, 0.0817, 0.0127, 0.0563, 0.0231, -0.2278, 0.0649, 0.0614, 0.1088, 0.0536, 0.0466, -0.1961, -0.2327, -0.0812, -0.1462, -0.1800, -0.0754, -0.2100, 0.0320, -0.0411, -0.2502, 0.0080, -0.1581, -0.1955, -0.2496, -0.0739, -0.0852, -0.1957, -0.1694, -0.0733, -0.1523, -0.1597, -0.0706, -0.2072, -0.1005, -0.3147, -0.0735, -0.2502, -0.0089, -0.1369, -0.0756, -0.1596, -0.1742, -0.3063, 0.0043, -0.1528, -0.3629, -0.1854, -0.1491, -0.0745, -0.0736, -0.1986, 0.0730, -0.1957, -0.0713, -0.1226, -0.3823, -0.5114, 0.0951, 0.0834, 0.1080, 0.0819, 0.1110, 0.0400, 0.1019, 0.0990, 0.0993, 0.0957, 0.1004, 0.1040, 0.1235, 0.0921, 0.1017, 0.1131, 0.1017, 0.1180, 0.1112, 0.1189, 0.0578, 0.0933, 0.0727, 0.1085, 0.1193, 0.1001, 0.1054, 0.0355, 0.0906, 0.1236, 0.1119, 0.0924, 0.1103, 0.0975, 0.0425, 0.1057, 0.1231, 0.0902, 0.0870, 0.1019, 0.0861, 0.1194, 0.0988, 0.0562, 0.1168, 0.1022, 0.0994, 0.0905, 0.0989, 0.1146, 0.0416, 0.1018, 0.1109, 0.1073, 0.1020, 0.0526, 0.1384, 0.1061, 0.1015, 0.1114, 0.1334, 0.0563], "multiplicity": 1, "largest_force_ev_per_a": 5.3, "total_energy_ha": -2976.80650, "charge": 0, "homo_lumo_gap_ev": 6.46, "e_homo_ev": -7.83}

3.
{"formula": "C2F3NOS", "method": "ωB97M-V with the def2-TZVPD basis set", "symbols": ["S", "F", "F", "F", "O", "N", "C", "C"], "positions_angstrom": [[-0.1104, 1.4065, 0.0001], [-2.5253, 0.3906, 0.0995], [-1.0577, -0.8012, 1.0712], [-1.2358, -0.7195, -1.1327], [2.9135, 0.1998, 0.0071], [1.8139, -0.7867, -0.0558], [1.4386, 0.3792, 0.0314], [-1.2369, -0.0688, -0.0209]], "lowdin_charge": [1.0562, 0.0642, 0.1209, 0.1678, -0.0763, 0.1060, -0.5268, -0.9119], "multiplicity": 1, "largest_force_ev_per_a": 2.9, "total_energy_ha": -903.83098, "charge": 0, "homo_lumo_gap_ev": 9.57, "e_homo_ev": -9.82}